No. 1
{
  "formula": "C18H33Cl12N3",
  "method": "the ωB97M-V functional and the def2-TZVPD basis",
  "fmax_ev_per_a": 0.71,
  "homo_lumo_gap_ev": 11.118,
  "relative_energy_kj_mol": 0.0,
  "homo_ev": -10.753,
  "symbols": ["N", "H", "H", "C", "C", "H", "H", "H", "C", "C", "H", "H", "N", "H", "H", "H", "H", "C", "H", "C", "Cl", "H", "C", "H", "C", "Cl", "H", "H", "H", "Cl", "H", "Cl", "H", "H", "H", "C", "H", "C", "H", "H", "Cl", "H", "H", "H", "C", "H", "H", "H", "N", "C", "Cl", "C", "C", "Cl", "Cl", "Cl", "C", "Cl", "C", "H", "Cl", "H", "Cl", "H", "C", "C"],
  "coordinates": [[-9.19588, -23.02965, -29.00804], [-12.07297, -23.52571, -20.58324], [-11.40420, -15.13333, -23.17186], [-14.35971, -15.65359, -27.33614], [-6.41777, -22.86446, -20.28432], [-8.18807, -21.43285, -26.49759], [-13.23173, -17.17794, -28.40767], [-11.14872, -20.58092, -21.32663], [-12.14128, -24.25420, -21.38875], [-8.60129, -22.43502, -26.53825], [-11.30630, -24.73273, -23.28558], [-15.06314, -15.66882, -28.16557], [-10.51346, -21.78941, -18.50855], [-6.39249, -23.34926, -19.30697], [-10.18088, -23.83341, -22.22134], [-8.32816, -22.06041, -19.78346], [-12.72869, -20.72049, -27.19868], [-10.10764, -18.35972, -24.98976], [-9.16492, -17.87026, -25.20402], [-13.43732, -16.85384, -27.39248], [-10.47317, -19.53572, -26.29603], [-8.61980, -17.33384, -30.02255], [-11.00787, -21.14904, -19.32216], [-12.15284, -22.02897, -29.90030], [-7.83741, -22.53971, -20.62608], [-12.86001, -23.04740, -27.40951], [-11.47450, -19.30160, -20.13657], [-11.05549, -21.14501, -28.85124], [-9.52856, -22.55246, -25.97612], [-11.72284, -22.43842, -23.33848], [-13.75732, -13.75642, -24.56948], [-11.72200, -25.84437, -20.71255], [-12.50851, -16.64046, -26.86953], [-14.05659, -21.20215, -28.24649], [-8.37489, -23.44405, -20.89859], [-9.18296, -16.33652, -28.30068], [-12.68022, -20.57140, -20.44761], [-12.08109, -21.19804, -29.20591], [-5.81592, -21.96390, -20.18157], [-9.60127, -15.89826, -30.33756], [-14.17467, -18.22434, -26.51212], [-10.93075, -17.64972, -25.01882], [-13.59134, -13.81141, -22.77586], [-13.17643, -24.28460, -21.71921], [-13.00680, -21.36776, -28.02508], [-11.09016, -19.59409, -23.52094], [-7.88778, -23.13598, -26.10536], [-9.34945, -19.86273, -23.66772], [-8.98829, -16.08227, -27.19986], [-10.13157, -19.10890, -23.67873], [-13.40010, -14.15946, -27.47892], [-8.91279, -22.77929, -27.92474], [-9.46722, -16.74322, -29.67250], [-9.90151, -17.99059, -22.31266], [-5.65842, -23.94314, -21.46626], [-7.93188, -21.41668, -22.02530], [-11.21141, -23.95156, -22.53700], [-13.26597, -16.55433, -23.60545], [-12.24592, -15.11234, -23.85824], [-14.93978, -15.65557, -26.41753], [-11.97984, -12.44774, -23.80904], [-10.33524, -17.40085, -29.62190], [-12.44535, -19.66725, -30.04368], [-11.84449, -15.18235, -24.86896], [-13.07664, -13.85460, -23.72993], [-11.61600, -20.35428, -20.37213]]
}



No. 2
{
  "formula": "C18H33Cl6N3",
  "method": "the ωB97M-V functional and the def2-TZVPD basis",
  "fmax_ev_per_a": 5.80,
  "homo_lumo_gap_ev": 10.986,
  "relative_energy_kj_mol": 166.4,
  "homo_ev": -10.697,
  "symbols": ["H", "H", "C", "C", "H", "H", "C", "H", "C", "N", "H", "H", "H", "H", "H", "Cl", "H", "H", "C", "H", "H", "H", "H", "H", "C", "C", "Cl", "Cl", "H", "H", "Cl", "C", "N", "H", "Cl", "C", "Cl", "H", "H", "C", "H", "H", "C", "H", "C", "N", "H", "C", "C", "H", "C", "H", "H", "C", "H", "C", "H", "C", "H", "H"],
  "coordinates": [[-4.07682, 2.65189, -9.22051], [5.07368, 3.76484, -3.44408], [0.08283, -2.02835, -0.58847], [-2.94071, 6.41495, 4.85678], [-1.24635, 6.93179, 3.42158], [-8.42361, 1.90221, 0.30204], [0.06210, 5.90388, 5.58180], [6.12078, -9.53163, 7.08671], [3.26849, -8.79625, 5.26545], [0.12868, 1.52367, -1.00038], [1.66346, -2.25430, 1.16051], [0.06526, 5.17575, 3.65550], [-1.04795, 4.21428, 4.69088], [-3.35051, 7.35166, 4.47900], [-3.01389, 2.48845, -10.54843], [-6.91995, 0.53902, -1.69449], [3.74236, -8.95596, 7.38959], [3.90307, -10.46077, 6.50859], [6.06182, 3.71290, -3.90124], [3.78168, -9.05712, 4.33987], [-2.58201, 6.54605, 5.87768], [2.19982, -1.19205, -0.16118], [5.30073, 4.54529, -5.69939], [5.68168, -8.01188, 6.28046], [-0.64364, 5.20495, 4.48296], [1.33174, -1.63437, 0.32759], [-2.33339, 1.16082, -8.63510], [7.15173, 2.45074, -3.37989], [0.27981, -2.96728, -1.10587], [5.87709, -9.48551, 5.32949], [-3.10377, 0.14967, -11.75959], [0.14179, -1.00995, -1.77561], [0.78146, -9.52897, 5.46650], [-0.88616, -2.02482, -0.08933], [7.41850, 4.19253, -6.34935], [4.10649, -9.39107, 6.45890], [-6.73217, 3.50956, -0.25143], [3.30988, -7.71100, 5.35824], [6.63176, 4.59458, -3.60813], [5.95065, 3.71054, -5.43692], [-2.10720, 5.53477, 3.03123], [-3.71765, 5.65083, 4.83243], [-6.52769, 0.86372, -0.01429], [-5.10440, 1.24836, -10.98397], [-7.35542, 1.96226, 0.51051], [0.53254, 6.48687, 6.45482], [-4.52533, 0.06024, -9.84463], [0.10496, 0.44111, -1.35782], [5.52911, -9.09115, 6.28421], [-0.69203, -1.20055, -2.45127], [-1.72990, 6.07857, 3.89728], [1.03551, -0.71650, 0.83539], [-6.65513, -0.04561, 0.57308], [-3.46971, 1.91260, -9.74298], [1.13463, -1.21205, -2.17752], [-4.19899, 0.79367, -10.58197], [-5.47693, 1.15347, -0.02188], [1.84559, -9.23974, 5.30833], [5.69881, 2.71382, -5.79917], [-7.13728, 2.00647, 1.57755]]
}



No. 3
{
  "formula": "C18H33ClNO7",
  "method": "the ωB97M-V functional and the def2-TZVPD basis",
  "fmax_ev_per_a": 0.59,
  "charge": 1,
  "homo_lumo_gap_ev": 11.151,
  "homo_ev": -13.204,
  "symbols": ["C", "N", "H", "C", "H", "O", "H", "C", "H", "H", "H", "C", "O", "H", "O", "C", "Cl", "C", "O", "H", "H", "H", "H", "H", "H", "C", "H", "H", "H", "C", "C", "H", "C", "C", "C", "H", "H", "H", "H", "C", "H", "H", "C", "H", "C", "H", "O", "C", "C", "O", "H", "O", "H", "H", "H", "H", "H", "H", "C", "H"],
  "coordinates": [[0.40211, 1.10660, -1.66312], [-0.24856, -0.19634, -1.19877], [-4.96193, -1.56335, -3.12436], [-3.54781, -0.91021, -5.23104], [2.35333, 1.83899, -1.04567], [-1.15215, 5.42392, -0.65354], [-1.69405, 2.86326, 3.28398], [-0.91477, 5.19634, 0.48639], [-2.82242, -2.87226, -4.75826], [-4.74990, -3.24724, -3.55535], [0.89684, 4.12096, 2.23678], [5.46992, -2.65576, 3.27592], [1.27670, -0.72467, 3.09870], [-1.74715, 0.63898, -3.13204], [-0.79507, 6.11107, 1.46635], [3.29487, -3.02466, 4.58904], [1.08470, 0.81185, -3.27219], [-1.81607, -1.52906, -3.47018], [-1.63177, -0.27262, -1.27416], [-0.36025, 1.87315, -1.76584], [3.48432, -3.29309, 5.62350], [6.12448, -3.14801, 3.99551], [-0.34698, 0.33656, 0.80229], [-0.11333, 5.98158, 3.40865], [0.99833, 2.06143, 0.12120], [-0.19298, 4.06503, 2.32503], [4.61929, -1.33106, 4.74910], [2.21005, -0.64996, -0.56963], [-3.18933, -0.12603, -2.48501], [-0.60970, 2.89786, 3.17795], [-1.20276, -2.67909, -2.65701], [-0.27050, 1.95565, 2.74661], [0.21151, -0.39241, 0.21533], [-0.74379, 5.42328, 2.72320], [-4.21909, -2.35594, -3.22271], [3.19564, -3.92463, 3.97832], [-0.02254, -1.39677, 0.55235], [-1.75724, 5.34423, 3.12329], [-3.70398, -1.34577, -6.21655], [1.65940, 0.03484, 0.08362], [5.14038, -3.39054, 2.54104], [-0.10735, -2.64373, -2.65179], [-3.09791, -1.97115, -4.20610], [-1.55361, -2.71045, -1.62533], [1.47197, 1.39168, -0.59970], [2.16920, 0.07241, 1.03997], [2.06358, -2.28581, 4.51050], [4.29602, -2.05129, 3.99352], [-2.12166, -0.26147, -2.64407], [3.44296, -1.32449, 3.06838], [6.04466, -1.88383, 2.76715], [-0.72482, 3.94544, 0.98578], [-1.09447, -1.24337, -4.24044], [0.16995, -0.94163, -1.77059], [-4.48152, -0.42866, -4.93882], [-0.16120, 2.98477, 4.16787], [-2.80554, -0.11730, -5.35259], [-1.45770, -3.63417, -3.11547], [2.17792, -1.38721, 3.52345], [-3.83826, -2.56585, -2.22044]]
}